#w
C30H46ClCsNO7PS | ωB97M-V/def2-TZVPD

Charge ... -2
Molar mass ... 764.097 g/mol
E_HOMO (alpha / beta) ... 0.0 / -0.5 eV
E_LUMO (alpha / beta) ... 3.84 / 3.84 eV

The geometry in XYZ format:
```
88
Properties=species:S:1:pos:R:3:lowdin_charge:R:1
Cs 4.11112 -0.36671 -0.82210 1.190
C 2.21029 4.40077 2.26048 -0.063
C 1.22926 4.77211 1.15050 -0.376
C 0.38170 5.98091 1.55250 -0.075
C 0.34926 3.60478 0.76479 -0.182
C 0.24106 3.22806 -0.56290 0.022
C -0.54283 2.16107 -0.98817 -0.107
C -0.38873 1.86634 -2.47954 -0.339
C -1.56882 1.25724 -3.23239 -0.067
C 0.89785 1.06200 -2.67979 -0.068
C -1.25024 1.40892 -0.02719 -0.090
C -1.16155 1.79098 1.31925 -0.131
C -0.36900 2.87168 1.69178 0.016
C -1.96147 1.09017 2.40645 -0.370
C -3.13654 1.95674 2.86792 -0.054
C -1.08942 0.69571 3.59870 -0.082
C -2.34449 0.43920 -0.37916 -0.209
C -3.59184 1.01996 -0.63126 -0.057
C -4.72176 0.26126 -0.87736 -0.086
C -4.61928 -1.12423 -0.85676 -0.087
C -3.38403 -1.70492 -0.61526 -0.107
C -2.22299 -0.95708 -0.38845 -0.291
P -0.57273 -1.77610 -0.04974 1.223
C -0.17587 -2.81893 -1.59930 -0.626
C 0.86179 -3.89212 -1.22797 -0.222
C 0.56518 -1.88215 -2.56258 -0.144
C -1.33274 -3.45839 -2.36895 -0.102
C -0.99940 -2.98685 1.36896 -0.668
C -1.74719 -4.29835 1.08377 -0.095
C 0.35272 -3.32303 2.02751 -0.107
C -1.81937 -2.22753 2.41765 -0.116
H 2.87936 5.23896 2.46952 0.074
H 2.80894 3.54317 1.95627 0.077
H 1.68689 4.15507 3.18996 0.068
H 1.82003 5.02002 0.26554 0.129
H -0.21715 5.75639 2.44107 0.071
H -0.30479 6.26893 0.75372 0.074
H 1.01691 6.83970 1.78493 0.069
H 0.84672 3.75678 -1.29192 0.127
H -0.22835 2.84806 -2.93728 0.127
H -1.84264 0.26288 -2.89167 0.058
H -1.31282 1.18234 -4.29320 0.078
H -2.45895 1.88270 -3.14255 0.074
H 0.87910 0.15171 -2.07996 0.025
H 1.77813 1.61127 -2.36706 0.062
H 1.01811 0.78492 -3.73132 0.093
H -0.30882 3.13952 2.74095 0.107
H -2.38067 0.17737 1.98274 0.091
H -2.77901 2.90007 3.28847 0.075
H -3.72102 1.44145 3.63561 0.074
H -3.79933 2.19189 2.03341 0.068
H -0.72570 1.57335 4.13584 0.072
H -0.21704 0.12280 3.27995 0.082
H -1.66135 0.09164 4.30849 0.080
H -3.65337 2.10207 -0.62526 0.122
H -5.67089 0.74724 -1.07041 0.094
H -5.48691 -1.75108 -1.02573 0.094
H -3.32199 -2.77942 -0.60271 0.076
H 1.69102 -3.46324 -0.66100 -0.233
H 1.28910 -4.27666 -2.15967 0.100
H 0.44535 -4.74047 -0.69469 0.064
H 1.46214 -1.47762 -2.08905 0.017
H -0.05868 -1.06461 -2.91442 0.045
H 0.87836 -2.46340 -3.43643 0.100
H -1.89195 -4.18934 -1.78462 0.059
H -0.91323 -3.98655 -3.23242 0.081
H -2.03059 -2.70998 -2.74749 0.063
H -1.31671 -4.88452 0.28128 0.051
H -2.80050 -4.13089 0.86057 0.061
H -1.71276 -4.91378 1.98994 0.078
H 0.99898 -3.93347 1.40393 0.061
H 0.16787 -3.87009 2.95866 0.080
H 0.91055 -2.41514 2.26055 0.073
H -2.77426 -1.87433 2.02681 0.071
H -1.26199 -1.37488 2.81088 0.031
H -2.02659 -2.90202 3.25559 0.088
O 6.53256 -1.65205 0.08733 -0.529
Cl 7.27797 -1.79088 -1.15182 0.589
O 7.06344 -3.09385 -1.71126 -0.361
O 8.67905 -1.57535 -0.90344 -0.365
O 6.77457 -0.77912 -2.06910 -0.500
O 4.00381 4.07479 -1.62077 -0.106
C 4.13518 2.89885 -1.24013 -0.695
O 3.39648 2.24315 -0.46339 -0.343
H 5.03040 2.34650 -1.64856 0.084
O 3.13878 -5.39173 -0.33402 -0.589
S 3.51417 -3.95849 -0.47594 0.680
N 2.55420 -2.96211 -0.96609 -0.528
```

#x
C30H46ClCsNO7PS | ωB97M-V/def2-TZVPD

Charge ... -2
Molar mass ... 764.097 g/mol
E_HOMO ... -2.3 eV
E_LUMO ... 3.84 eV

The geometry in XYZ format:
```
88
Properties=species:S:1:pos:R:3:lowdin_charge:R:1
Cs -2.91954 0.78573 -1.48385 1.341
C 4.53352 2.59519 -3.50399 -0.077
C 3.20365 2.00623 -3.99119 -0.379
C 2.29261 3.10065 -4.55173 -0.064
C 2.52729 1.24565 -2.87164 -0.189
C 2.17638 1.87467 -1.69131 0.011
C 1.72717 1.15027 -0.60181 -0.123
C 1.61425 1.88845 0.71958 -0.373
C 2.99452 1.97637 1.38626 -0.040
C 1.01509 3.28861 0.55372 -0.070
C 1.50591 -0.24296 -0.68324 -0.054
C 1.78768 -0.88660 -1.91050 -0.110
C 2.33003 -0.11709 -2.94425 -0.004
C 1.68850 -2.36319 -2.30479 -0.355
C 0.80407 -2.49088 -3.55591 -0.065
C 1.17049 -3.35735 -1.26929 -0.057
C 1.42927 -0.97475 0.64185 -0.161
C 2.68654 -1.53003 0.93838 -0.070
C 2.97241 -2.19305 2.11395 -0.089
C 1.97807 -2.31228 3.06867 -0.083
C 0.74083 -1.75433 2.81397 -0.123
C 0.41872 -1.07131 1.63318 -0.269
P -1.33688 -0.40028 1.52882 1.164
C -2.42102 -1.90810 2.04331 -0.665
C -3.83416 -1.57431 1.52701 -0.110
C -1.91419 -3.12406 1.27660 -0.119
C -2.54474 -2.31235 3.51849 -0.101
C -1.44320 0.81604 3.02523 -0.658
C -0.77731 2.12228 2.56934 -0.139
C -2.93078 1.13969 3.22685 -0.101
C -0.81210 0.45090 4.37070 -0.096
H 5.07473 3.05614 -4.33494 0.067
H 5.16011 1.81455 -3.06837 0.075
H 4.35652 3.35640 -2.74257 0.073
H 3.42761 1.29532 -4.79428 0.125
H 1.99897 3.80892 -3.77597 0.069
H 1.37421 2.65806 -4.93799 0.079
H 2.79479 3.64495 -5.35652 0.071
H 2.29485 2.94730 -1.60704 0.119
H 0.97450 1.29564 1.36533 0.064
H 3.67785 2.54476 0.75066 0.078
H 3.42253 0.98387 1.53787 0.067
H 2.91367 2.47621 2.35594 0.076
H 1.77398 3.99319 0.20658 0.078
H 0.63197 3.66008 1.50690 0.061
H 0.20849 3.27913 -0.17990 0.082
H 2.65149 -0.63046 -3.84512 0.113
H 2.70861 -2.66380 -2.58456 0.131
H -0.24173 -2.47786 -3.26053 0.067
H 0.99443 -3.44614 -4.05240 0.078
H 0.97030 -1.68790 -4.27410 0.062
H 0.23482 -2.99237 -0.86170 0.067
H 1.87888 -3.53695 -0.46275 0.066
H 0.95407 -4.30921 -1.75652 0.083
H 3.45885 -1.44458 0.18284 0.127
H 3.95699 -2.61601 2.27537 0.097
H 2.16081 -2.84321 3.99568 0.097
H -0.02534 -1.86000 3.56381 0.063
H -3.82280 -1.35920 0.45939 0.030
H -4.27220 -0.71834 2.03768 0.058
H -4.48674 -2.43925 1.67694 0.092
H -1.98958 -2.97357 0.20057 0.008
H -2.54066 -3.99237 1.50273 0.090
H -0.88918 -3.38324 1.54366 0.070
H -2.90417 -1.50598 4.15661 0.051
H -1.61338 -2.70501 3.92678 0.062
H -3.27847 -3.12215 3.57348 0.082
H -1.05260 2.36942 1.54306 0.078
H 0.30794 2.05719 2.64480 0.057
H -1.09803 2.94541 3.21650 0.091
H -3.41753 1.37081 2.27716 0.064
H -3.01860 2.01528 3.87813 0.082
H -3.47043 0.32385 3.70441 0.059
H 0.26333 0.29839 4.27642 0.070
H -1.25469 -0.43409 4.82580 0.058
H -0.96723 1.28690 5.06275 0.082
O -4.96437 1.52381 0.32540 -0.493
Cl -5.78272 1.13187 -0.79232 0.502
O -5.60465 2.06780 -1.86469 -0.421
O -7.15913 1.11104 -0.39210 -0.346
O -5.37118 -0.16629 -1.23285 -0.557
O -0.48465 4.10623 -3.14520 -0.095
C -0.95467 2.95977 -3.16711 -0.666
O -1.05110 2.10768 -2.25499 -0.506
H -1.36308 2.61765 -4.17405 0.112
O -2.49556 -5.76359 -1.31643 -0.714
S -3.07593 -4.62003 -2.10302 0.495
N -2.63799 -3.24382 -1.82769 -0.502
```

What is the most stable structure shown above? It is #x.